This record from the Open Molecules 2025 dataset describes a cluster of 2 separate species, C4H7O3 in total at a distorted geometry. The level of theory is ωB97M-V with the def2-TZVPD basis set.

The geometry in XYZ format:
```
14
Properties=species:S:1:pos:R:3:forces:R:3:mulliken_charge:R:1
C -0.862409 -3.315248 0.564338 -1.9 -1.0 0.5 0.07
C -0.891685 1.224932 -0.443513 -1.8 -1.3 0.8 -1.01
C 1.390621 2.097525 -0.426388 -1.8 1.3 2.1 -1.08
C 0.373735 1.019859 -0.144390 0.1 -0.9 -0.4 0.80
O -1.768175 -4.116344 0.210903 1.6 0.2 0.4 -0.67
O -0.940432 -2.071874 0.397882 0.7 0.3 -0.2 -0.63
O 0.694506 -0.151005 0.429735 1.6 0.3 -0.4 -0.59
H -0.008740 -3.734157 1.232215 -0.6 0.5 -1.0 0.20
H -1.269732 2.157609 -0.729624 -0.4 1.1 -0.7 0.30
H -1.611263 0.424125 -0.139561 0.5 0.9 -0.5 0.27
H 0.768434 3.034456 -0.498674 0.9 -0.8 -0.3 0.21
H 2.117587 2.073367 -1.173268 0.6 -0.8 -1.9 0.30
H 2.009947 2.253727 0.430975 0.3 0.0 1.1 0.30
H -0.002395 -0.896971 0.289370 0.3 0.1 0.6 0.50
```
Positions in Å, forces in eV/Å.

Values from the calculation:
Charge: -1
Orbital gap: 8.391 eV
Energy relative to the best compared isomer or geometry (same formula, charge and spin): 112.1 kJ/mol

***

This record from the Open Molecules 2025 dataset describes a cluster of 2 separate species, C4H12N2 in total at a distorted geometry. The level of theory is ωB97M-V with the def2-TZVPD basis set.

The geometry in XYZ format:
```
18
Properties=species:S:1:pos:R:3:forces:R:3:mulliken_charge:R:1
H 3.383559 -1.140559 1.702183 -0.4 -0.8 0.5 0.24
N 3.567551 -1.720580 0.889458 0.6 1.2 -0.8 -0.68
C 2.648723 -1.552968 0.017601 0.4 -0.5 1.0 0.22
N 2.845206 -1.777087 -1.308769 -0.9 -0.1 -0.1 -0.46
H 1.613946 -1.340942 0.315970 0.0 0.4 -0.4 0.17
H 2.039246 -1.567818 -1.875611 0.3 -0.1 -0.3 0.23
H 3.752324 -1.604265 -1.705859 0.1 -0.1 0.1 0.28
C -2.168497 2.160423 0.371021 -0.4 0.3 0.6 -1.19
C -1.639927 0.776733 0.757711 0.0 0.8 -0.9 -0.18
C -1.469226 -0.113739 -0.484306 -0.7 0.2 1.0 -1.08
H -1.531767 2.752444 -0.287466 0.1 -0.3 -0.2 0.34
H -2.304919 2.771273 1.271969 0.0 -0.1 -0.1 0.32
H -3.167134 2.084723 -0.068367 0.1 0.0 -0.2 0.31
H -2.402641 0.341352 1.396530 0.2 -0.3 0.4 0.23
H -0.703083 0.916707 1.298655 0.0 -0.3 0.1 0.30
H -0.969049 -1.034922 -0.189762 0.2 0.0 -0.4 0.27
H -2.480530 -0.370743 -0.789954 -0.1 -0.2 -0.3 0.37
H -1.013790 0.419976 -1.311010 0.4 -0.1 0.0 0.30
```
Positions in Å, forces in eV/Å.

Values from the calculation:
Orbital gap: 9.847 eV
Energy relative to the best compared isomer or geometry (same formula, charge and spin): 72.5 kJ/mol

***

This record from the Open Molecules 2025 dataset describes a cluster of 2 separate species, C18H35N2O2 in total. The level of theory is ωB97M-V with the def2-TZVPD basis set.

The geometry in XYZ format:
```
57
Properties=species:S:1:pos:R:3:forces:R:3:mulliken_charge:R:1
C 1.753785 -3.906998 -1.201522 0.0 -0.1 -0.1 -0.78
O 2.031829 -2.526453 -1.197465 0.2 0.0 0.0 -0.32
C 1.068481 -1.740983 -1.859912 -0.1 0.0 0.1 -0.54
C 1.368463 -0.271381 -1.596431 0.1 -0.1 -0.1 -0.75
C 1.505037 0.091785 -0.119328 -0.1 0.1 0.1 -0.25
C 0.210340 0.165266 0.725533 0.0 0.0 0.0 -1.25
C -1.112943 0.349577 -0.018847 -0.2 0.1 0.0 0.53
C -1.311536 1.750825 -0.605831 0.1 0.1 -0.1 -0.75
C -2.773511 2.129034 -0.832663 0.0 0.0 0.1 -0.99
C -3.467955 1.243837 -1.881410 0.0 0.1 -0.1 -0.81
C -4.951919 0.940481 -1.593679 -0.1 0.1 0.0 -0.74
C -5.294785 -0.506019 -1.466351 -0.1 -0.2 -0.1 0.57
C -4.452152 -1.438085 -0.886691 0.2 0.3 0.0 -0.05
C -4.883860 -2.737675 -0.784987 -0.1 -0.5 0.1 -0.50
N -6.089364 -3.067125 -1.242078 0.2 0.0 0.1 0.33
N -6.938061 -2.240484 -1.809486 0.0 -0.1 0.0 -0.69
C -6.542376 -0.999142 -1.920046 -0.1 0.4 0.0 -0.45
H 2.699049 -4.444826 -1.122272 -0.1 0.1 0.1 0.25
H 1.116306 -4.184001 -0.353338 0.0 0.0 0.0 0.28
H 1.263434 -4.212901 -2.133329 0.0 0.0 0.0 0.33
H 0.062188 -2.023059 -1.508481 0.0 0.1 0.0 0.22
H 1.102517 -1.937894 -2.941097 0.0 0.0 0.0 0.43
H 2.315351 -0.044481 -2.096379 -0.1 0.0 0.1 0.47
H 0.607623 0.330146 -2.103135 0.0 0.0 0.0 0.19
H 2.149045 -0.668413 0.325786 0.1 0.2 0.0 0.22
H 2.040050 1.039240 -0.024632 0.0 0.0 -0.1 0.31
H 0.142256 -0.725875 1.356721 -0.1 0.0 -0.1 0.31
H 0.296128 1.008989 1.418760 0.1 -0.1 0.0 0.44
H -1.930002 0.172126 0.697714 0.1 0.0 0.0 0.46
H -1.208820 -0.410249 -0.803920 0.0 0.0 0.1 -0.37
H -0.863264 2.481738 0.073647 0.0 0.0 0.0 0.36
H -0.774818 1.847725 -1.555332 0.1 0.0 0.1 0.25
H -3.303961 2.072484 0.126383 0.0 -0.1 -0.1 0.48
H -2.830318 3.173619 -1.148992 0.0 0.0 0.1 0.39
H -3.420384 1.739062 -2.853408 0.1 -0.1 0.0 0.47
H -2.910065 0.311220 -2.000180 -0.1 0.0 0.0 0.45
H -5.604378 1.390336 -2.345712 0.0 0.0 0.1 0.44
H -5.246213 1.396766 -0.638299 0.0 0.0 -0.1 0.36
H -3.472564 -1.167493 -0.510776 -0.1 0.0 0.0 0.45
H -4.301522 -3.536422 -0.341636 0.0 0.1 0.0 0.47
H -6.423247 -4.022317 -1.173302 0.0 0.0 0.0 0.27
H -7.262317 -0.330224 -2.378355 0.0 -0.1 0.0 0.47
C 4.977572 -0.293331 2.656435 -0.1 0.0 0.0 -0.94
C 5.468894 0.867498 1.810627 0.1 0.0 0.0 -0.38
O 4.555158 1.948181 1.731154 -0.1 0.0 0.0 -0.41
C 4.230328 2.575897 2.959767 0.0 0.0 0.0 -0.27
C 5.420076 3.178458 3.686127 0.0 0.0 0.0 -1.15
H 4.008009 -0.640239 2.294274 0.0 0.0 0.0 0.16
H 5.684148 -1.121873 2.602175 0.0 0.0 0.0 0.40
H 4.869620 -0.021127 3.707163 0.0 0.0 0.0 0.29
H 5.601646 0.542954 0.778331 0.0 0.0 0.0 0.34
H 6.446298 1.212284 2.165262 0.0 0.0 0.0 0.35
H 3.694835 1.882090 3.618925 0.0 0.0 0.0 0.30
H 3.527698 3.364044 2.686842 0.0 0.0 0.0 0.35
H 6.125800 2.418234 4.022510 0.0 0.0 0.0 0.27
H 5.076849 3.720034 4.568151 0.0 0.0 0.0 0.40
H 5.951521 3.875139 3.037015 0.0 0.0 0.0 0.30
```
Positions in Å, forces in eV/Å.

Values from the calculation:
Charge: +1
Orbital gap: 6.134 eV

***

This record from the Open Molecules 2025 dataset describes a cluster of 2 separate species, C8H16O5 in total at a distorted geometry. The level of theory is ωB97M-V with the def2-TZVPD basis set.

The geometry in XYZ format:
```
29
Properties=species:S:1:pos:R:3:forces:R:3:mulliken_charge:R:1
C -2.156974 -3.311874 1.089986 0.2 0.2 -0.2 -0.73
O -1.029369 -2.695237 0.522297 -0.4 -0.3 0.7 -0.23
C -0.875131 -2.971952 -0.843047 0.1 0.6 -0.6 -0.22
C 0.435668 -2.408209 -1.323450 0.3 -0.2 1.9 -0.27
O 0.705310 -2.372821 -2.521858 0.2 0.1 -2.1 -0.71
H -2.212659 -3.003694 2.141096 0.0 0.0 -0.2 0.23
H -3.081581 -2.999957 0.573250 0.1 -0.1 0.1 0.29
H -2.079720 -4.411321 1.040807 -0.1 0.1 0.0 0.29
H -1.687039 -2.523381 -1.447706 0.1 -0.2 0.2 0.19
H -0.869958 -4.066232 -1.027745 -0.2 -0.2 0.1 0.26
H 0.608373 0.092235 -0.676444 0.0 1.6 -0.4 -0.16
H 1.252477 -2.462943 -0.568027 -0.2 0.1 0.1 0.25
C 4.241250 1.523530 0.409260 -0.3 0.0 0.0 -0.73
O 3.079266 1.335207 -0.347368 0.6 -0.1 -0.2 -0.16
C 1.890424 1.561372 0.388893 -0.1 0.3 0.4 -0.23
C 0.686657 1.267690 -0.469541 -1.0 -1.8 1.5 -0.41
O -0.439415 1.687820 0.298480 1.8 0.1 -0.7 -0.05
C -1.607527 1.895207 -0.449536 -0.6 -0.2 -0.8 -0.32
C -2.531120 2.920170 0.212511 0.1 1.0 0.0 -0.46
O -2.221829 4.230748 -0.003357 -0.2 -0.6 0.1 -0.94
H 4.299035 2.553263 0.808729 0.0 -0.1 0.0 0.28
H 4.290078 0.821288 1.261634 0.0 0.1 -0.1 0.28
H 5.106139 1.348327 -0.243522 -0.2 0.0 0.1 0.24
H 1.872559 2.612004 0.748390 -0.1 -0.3 -0.2 0.30
H 1.926094 0.924162 1.309114 -0.1 0.1 -0.3 0.19
H -2.148691 0.931908 -0.559084 0.1 0.0 0.1 0.16
H -1.341078 2.236760 -1.471815 -0.1 0.0 0.5 0.33
H -3.557674 2.637947 -0.155347 -0.1 0.0 -0.1 0.21
H -2.553579 2.647989 1.303391 0.0 -0.2 0.0 0.11
```
Positions in Å, forces in eV/Å.

Values from the calculation:
Charge: -2
Orbital gap (alpha / beta): 2.978 / 4.995 eV